No. 1
93
Properties=species:S:1:pos:R:3:forces:R:3 method="wB97M-V/def2-TZVPD" total_charge=+1 relative_energy_kj_mol=55.4 lumo_ha=-0.153 multiplicity=1 orbital_gap_ev=6.97
C 4.202 1.475 -1.627 0.1 -0.1 -0.1
H -1.356 -3.102 3.423 0.0 0.0 0.0
C -0.075 2.208 5.718 0.0 0.0 0.0
C -1.250 -1.595 -6.712 0.0 0.0 0.0
H 6.239 -3.090 1.430 0.0 0.0 0.0
C 0.368 -1.059 -2.811 -0.9 0.2 0.3
O -1.756 -1.680 -0.252 -0.2 0.1 -0.2
C -1.310 -0.446 -4.605 -0.1 0.0 0.0
H -2.208 2.127 5.819 0.0 0.0 0.0
C 3.322 2.513 -1.387 0.0 0.1 0.0
C -0.257 -1.226 -4.147 0.0 0.0 0.1
S -0.814 -0.650 2.302 0.3 0.1 -0.4
H 5.785 -5.266 0.347 0.0 0.0 0.0
H -1.747 0.305 -3.972 0.0 0.1 0.1
H 3.846 1.087 2.074 0.0 0.0 0.0
C 1.027 2.256 4.881 0.0 0.0 0.0
C 2.957 1.006 2.707 0.0 0.1 0.0
S -3.076 -2.006 -0.829 0.2 0.4 0.1
C -4.299 1.180 -1.813 0.1 0.0 0.3
C 5.063 -4.463 0.270 0.0 0.0 0.0
F -4.646 2.446 -1.660 0.1 0.0 -0.2
H -0.271 1.728 -3.164 0.0 0.0 0.0
H 1.388 3.014 -0.622 0.1 0.0 0.0
N -0.538 2.086 1.513 -0.1 -0.3 0.0
Ta -0.506 0.290 -0.048 0.3 -0.6 0.8
F -4.670 -3.999 -0.415 -0.1 -0.1 0.0
C -1.543 2.089 3.790 -0.1 0.0 0.0
F -3.573 -3.355 1.339 0.0 -0.1 0.0
C -0.222 -2.262 1.944 -0.2 -0.1 0.2
C -0.876 3.788 -2.600 0.0 0.1 0.1
C -3.510 -3.568 0.033 0.1 0.1 0.0
S -4.032 0.460 -0.133 0.4 -0.3 0.7
H 0.223 -3.149 -6.893 0.0 0.0 0.0
H -3.565 0.597 4.832 -0.1 0.0 0.0
H -2.619 -0.011 -6.243 0.0 0.0 0.0
H -0.311 -4.195 2.561 0.0 0.0 0.0
H 2.734 3.125 3.017 0.0 0.0 0.0
O 1.437 -1.515 -2.534 0.5 -0.1 0.1
C 2.949 -3.637 -0.528 0.0 0.0 -0.1
H 3.558 3.533 -1.656 0.0 0.0 0.0
H 3.679 -5.612 -0.906 0.0 0.0 0.0
H 1.867 2.519 1.623 0.0 0.1 0.0
C -0.204 -2.387 -6.254 0.0 0.0 0.0
H -1.114 4.068 1.605 0.0 0.0 0.0
H 1.115 -2.804 -4.607 0.0 0.0 0.0
C 2.647 0.003 -0.587 0.0 -0.1 0.0
C 3.879 -4.657 -0.434 0.0 0.0 0.0
C -0.938 3.300 -0.427 -0.1 -0.2 0.1
C -0.417 2.109 2.968 0.5 0.1 -0.1
H 5.144 1.654 -2.130 0.0 0.0 0.0
N 1.756 0.991 -0.425 -0.6 0.1 0.0
H -1.635 -1.735 -7.715 0.0 0.0 0.0
N 1.043 -1.349 0.386 -0.7 0.0 0.2
H 4.603 -1.251 1.236 0.0 0.0 0.0
N -4.217 -1.075 -0.244 0.1 0.0 -0.4
H 3.286 0.800 3.727 0.0 0.0 0.0
H 4.519 -0.644 -1.369 0.0 0.0 0.0
O -3.131 -2.226 -2.236 0.0 0.0 0.2
C -1.134 4.328 -1.323 0.0 0.2 -0.3
C -0.895 3.207 0.979 0.0 0.2 0.0
H -3.326 -0.124 3.243 0.0 0.1 0.0
C 4.404 -2.207 0.762 0.1 0.0 0.1
H -1.411 5.343 -1.079 0.0 -0.1 0.0
H -0.919 4.305 -3.546 0.0 0.0 0.1
H -3.029 2.116 2.221 0.0 0.0 0.0
C 3.216 -2.405 0.066 -0.1 0.0 0.0
N 0.670 -2.513 1.042 0.1 0.2 -0.3
H -4.768 0.839 3.558 0.0 0.0 0.0
O -0.356 -0.352 -1.861 0.7 0.0 -0.8
C -1.340 2.138 5.169 0.0 0.0 0.1
C 2.245 -1.299 -0.044 0.3 0.0 -0.1
H 2.025 2.353 5.300 -0.1 0.0 0.0
C 0.878 2.212 3.503 0.0 0.0 -0.1
C 5.323 -3.240 0.873 0.0 0.0 0.0
O -4.998 1.097 0.684 0.1 -0.1 0.1
C 3.862 0.199 -1.210 0.2 0.0 -0.1
C -3.702 0.760 3.762 0.0 -0.1 -0.1
N -0.577 2.148 -1.093 -0.7 -0.4 -0.2
F -2.554 -4.444 -0.236 0.0 -0.1 0.0
C -2.974 2.028 3.304 0.0 0.0 0.0
H 2.024 -3.778 -1.070 0.0 0.0 0.0
F -3.166 1.101 -2.506 -0.1 0.0 -0.1
H 2.367 0.150 2.378 0.0 0.0 0.0
C 2.127 2.294 2.653 -0.1 -0.2 0.1
C 0.297 -2.200 -4.978 0.0 0.0 0.0
C -0.544 2.459 -2.421 0.0 0.1 0.3
C 2.102 2.228 -0.805 0.2 0.0 0.1
O -2.609 0.771 0.214 0.0 0.3 -0.7
N -0.685 -3.271 2.697 0.0 0.1 0.0
F -5.252 0.502 -2.416 0.0 0.1 -0.2
C -1.802 -0.626 -5.889 0.0 0.0 0.0
H -3.497 2.895 3.715 0.0 0.0 0.0
H 0.051 2.246 6.794 0.0 0.0 -0.1

=====

No. 2
78
Properties=species:S:1:pos:R:3:forces:R:3 method="wB97M-V/def2-TZVPD" relative_energy_kj_mol=36.0 lumo_ha=0.003 multiplicity=1 orbital_gap_ev=6.44
C -1.567 2.840 -5.626 0.0 0.0 0.0
C -4.036 -1.165 -1.839 0.0 0.1 0.0
C -2.395 0.966 1.768 -0.1 0.0 0.0
H 0.556 -4.048 2.188 0.0 0.1 0.0
H 0.123 3.984 0.356 0.0 0.0 0.0
C -0.939 3.910 0.115 0.0 0.1 0.0
C -2.662 3.185 1.790 0.0 0.0 -0.1
C 3.224 2.269 1.801 0.0 0.0 0.0
C 0.405 -1.923 2.558 0.0 0.1 -0.1
C 2.019 -2.321 0.394 -0.1 -0.1 -0.1
H -1.976 3.119 -6.587 0.0 0.0 0.0
H 0.879 -1.804 -1.861 0.0 0.0 0.1
C -3.133 1.980 2.338 0.0 -0.1 0.0
H -4.939 -0.730 -2.242 0.0 0.0 0.0
H -1.050 3.804 -0.966 0.0 0.0 0.0
H 5.426 -4.068 -0.208 0.0 0.0 0.0
H -4.619 -3.214 -2.131 0.0 0.0 0.0
S 1.360 3.816 -3.013 0.0 0.0 0.0
C 2.973 3.379 -0.289 0.0 0.0 0.0
H -3.094 0.725 -1.386 0.0 0.0 0.0
H -1.961 0.475 -3.223 0.0 0.1 0.0
H -0.076 4.389 -5.632 0.0 0.0 0.0
C -0.006 3.166 -3.862 0.0 0.0 0.0
C 0.492 -3.262 2.933 0.1 -0.1 0.0
C -0.511 3.556 -5.096 0.0 0.0 0.0
H 0.577 -2.922 6.298 0.0 0.0 0.0
Ir -0.071 0.349 -0.356 -0.2 0.0 -0.1
C 0.545 -3.622 4.269 0.0 0.0 0.0
C 3.642 3.252 0.909 0.0 0.0 0.0
H -3.011 4.187 1.992 0.0 0.0 0.0
C 1.924 2.510 -0.588 0.0 0.0 0.0
H 1.199 -3.948 -0.759 0.0 0.0 0.0
C -2.668 -0.476 2.071 0.0 0.1 0.1
C -0.550 2.097 -3.143 0.0 0.0 -0.1
H -1.881 -0.966 2.639 0.1 -0.1 0.0
C 4.412 -2.403 0.689 0.0 0.0 0.0
C -2.724 -3.052 -1.171 0.0 0.0 0.0
N 0.083 1.864 -1.925 -0.3 -0.1 -0.1
C 0.533 -2.642 5.254 0.0 0.0 0.0
H 3.348 -5.048 -1.124 0.0 0.0 0.0
C -1.584 1.357 -3.714 0.0 0.0 0.0
C 2.183 1.411 1.485 0.0 -0.1 0.0
H 4.460 3.913 1.161 0.0 0.0 0.0
H -1.389 4.869 0.375 0.0 0.0 0.0
C 0.827 -0.722 -1.943 0.1 0.1 0.0
C 0.457 -1.307 4.891 0.0 -0.1 0.0
H 0.609 -4.667 4.540 0.0 0.0 0.0
C 4.475 -3.584 -0.035 0.0 0.0 0.0
C -3.857 -2.541 -1.760 -0.1 -0.1 0.0
H 3.718 2.173 2.761 0.0 0.0 0.0
N -1.464 1.490 0.880 0.0 0.0 0.1
C -3.019 -0.356 -1.388 0.1 0.1 0.2
C 3.310 -4.135 -0.545 0.0 0.0 0.0
H 0.428 -0.535 5.648 0.0 0.0 0.0
C 0.389 -0.950 3.551 -0.2 0.2 0.0
H -2.887 1.162 -5.387 0.0 0.0 0.0
C 1.505 1.469 0.263 0.1 0.0 0.0
H -0.726 -3.590 0.326 0.0 0.0 0.0
N -0.717 -2.609 0.096 0.1 0.2 -0.2
H -3.561 -0.516 2.697 0.0 0.0 0.0
H 3.175 -0.848 1.454 0.0 0.0 0.0
H 0.239 -0.514 -2.837 0.0 0.0 0.0
H 1.897 0.678 2.226 0.0 0.0 0.0
H -3.933 1.843 3.050 0.0 0.0 0.0
H 5.315 -1.956 1.084 0.0 0.0 0.0
C -1.762 -2.163 -0.684 -0.2 0.2 0.2
P 0.416 -1.511 0.767 0.1 -0.1 0.2
C -1.660 2.861 0.903 0.0 0.0 0.1
H 3.251 4.160 -0.988 0.0 0.0 0.0
N -1.877 -0.836 -0.879 0.5 -0.3 -0.2
C -2.086 1.738 -4.942 0.0 0.0 0.0
C 3.195 -1.776 0.902 0.0 0.0 0.0
H -2.878 -1.084 1.197 -0.1 0.0 0.0
I 2.823 -0.247 -2.640 0.0 -0.1 0.1
H -2.586 -4.117 -1.045 0.0 0.0 0.0
H 0.253 0.094 3.295 0.0 0.0 -0.1
C 2.091 -3.511 -0.326 0.0 0.1 -0.1
C 1.120 2.645 -1.773 0.0 0.0 0.1

=====

No. 3
88
Properties=species:S:1:pos:R:3:forces:R:3 method="wB97M-V/def2-TZVPD" total_charge=+1 relative_energy_kj_mol=89.4 lumo_ha=-0.120 multiplicity=1 orbital_gap_ev=7.34
B 2.405 -3.582 0.204 -0.3 -0.2 -0.2
C -2.498 0.678 -2.037 0.0 0.0 0.1
C 0.404 -3.367 3.281 0.1 -0.1 0.1
C 0.449 2.892 -4.918 0.0 0.0 0.0
C -1.032 3.713 -1.344 0.0 0.0 0.0
H -1.713 -4.449 -3.471 0.0 0.0 0.0
C -3.385 -3.030 -0.164 0.0 0.1 0.0
C 3.018 1.738 -5.073 0.1 0.0 0.0
H -2.764 -1.274 2.524 -0.1 0.0 0.0
F 2.442 -2.515 -0.751 0.0 0.2 0.1
C 0.559 1.202 3.158 -0.3 0.2 0.3
C 2.190 1.487 -3.992 -0.3 0.2 -0.1
C -3.595 -0.803 -3.578 0.0 0.0 0.1
C -0.094 4.963 0.475 0.0 0.0 0.0
C 1.927 0.703 2.949 0.4 -0.1 0.1
C 3.428 -0.347 1.559 0.0 0.1 -0.1
H -4.487 -1.331 -3.891 0.0 0.0 0.0
C -1.086 4.795 -0.485 0.0 0.0 0.0
C 0.948 4.055 0.583 0.0 -0.1 0.1
C 0.918 2.056 -3.921 0.1 -0.1 0.1
H -2.399 -1.557 -5.197 0.0 0.0 0.0
H -3.892 -2.632 2.275 0.0 0.1 0.1
H -1.360 2.853 5.415 0.0 0.0 0.0
H -1.892 5.513 -0.560 0.0 0.0 0.0
H -0.308 -4.462 -2.382 0.1 0.0 0.1
O -0.594 -2.564 2.661 -0.1 0.1 -0.3
H 4.814 0.083 4.612 0.0 0.0 0.0
C -1.044 -3.824 -2.870 -0.1 0.2 0.2
N 1.060 2.580 6.547 -0.1 0.1 0.1
C 2.861 0.713 3.996 -0.1 -0.1 -0.4
P 0.145 1.476 -2.406 0.0 0.1 -0.5
H 1.352 -2.848 3.164 0.0 0.0 0.0
H 0.489 -4.341 2.795 0.0 0.0 0.0
H -1.834 -4.150 2.135 0.1 0.0 0.0
C -1.864 -3.186 2.659 -0.1 0.1 0.0
C 1.002 2.950 -0.251 0.0 -0.1 0.0
H 0.176 -3.505 4.343 0.0 0.0 0.0
H -2.946 -4.695 -1.430 -0.1 0.0 0.0
C 2.546 2.570 -6.078 0.0 0.0 0.0
H -0.540 3.327 -4.862 0.0 0.0 0.0
C 1.209 1.969 5.387 0.5 -0.2 0.1
C -3.631 -0.009 -2.440 -0.1 0.0 0.0
S 2.447 2.418 7.349 0.0 0.0 0.0
H -0.522 -3.116 -3.512 0.0 -0.1 0.0
C -1.095 2.332 4.505 0.1 -0.1 0.0
C -2.427 -0.927 -4.318 0.0 0.0 0.0
N -0.344 0.988 2.191 0.2 0.0 -0.1
H 1.717 4.198 1.332 0.0 0.0 0.0
O -1.790 -3.059 -1.929 0.1 -0.1 0.0
O 3.518 0.100 -2.518 0.0 0.0 0.0
H 3.172 2.773 -6.937 0.0 0.0 0.0
H -0.133 5.817 1.139 0.0 0.0 0.0
H 3.635 -0.715 0.562 0.0 -0.1 0.0
C -2.005 2.116 3.494 0.0 0.0 0.1
C -2.401 -3.876 -0.944 0.1 0.3 0.0
C 2.518 0.633 -2.831 0.2 -0.1 0.0
H 1.786 2.211 -0.144 0.0 0.0 0.0
F 3.040 -4.698 -0.274 0.1 0.1 0.1
H 0.939 3.793 -6.795 0.0 0.0 0.0
C 0.009 2.791 -1.213 -0.3 -0.3 -0.2
C 2.501 1.382 5.223 -0.4 0.2 0.1
C 0.206 1.847 4.358 -0.1 0.0 -0.4
H -1.645 -4.304 -0.281 0.1 -0.1 0.0
C -1.293 -0.236 -3.935 0.0 -0.1 0.0
H -2.275 1.204 1.559 0.0 0.0 0.0
C 4.102 0.098 3.796 -0.1 0.0 0.0
In 0.229 -1.178 0.351 -0.1 -0.4 0.1
H -4.012 -3.685 0.449 0.0 0.0 0.0
H -4.018 -2.506 -0.883 -0.1 0.0 0.0
H -1.789 3.587 -2.110 0.0 0.0 0.0
F 2.926 -3.113 1.415 0.1 0.0 0.0
F 1.010 -3.858 0.419 -0.1 0.2 -0.1
O 1.357 0.523 -1.998 0.1 0.0 0.3
C -1.333 0.562 -2.790 0.3 0.4 0.1
C -1.580 1.419 2.366 -0.1 0.1 -0.1
N 3.285 1.570 6.267 0.2 -0.1 0.0
O -2.787 -2.023 0.653 0.3 -0.2 -0.1
H -2.518 1.291 -1.145 0.0 0.0 0.0
H -2.169 -3.369 3.698 0.0 -0.1 0.0
H 5.296 -1.004 2.391 0.0 0.0 0.0
H -0.384 -0.313 -4.519 0.0 0.0 0.0
H -4.544 0.080 -1.868 0.0 0.0 0.0
N 2.246 0.223 1.732 -0.3 -0.3 0.0
H -3.027 2.461 3.573 0.0 0.0 0.0
C 4.374 -0.472 2.578 0.1 0.1 0.0
C 1.281 3.144 -6.001 -0.1 0.0 0.0
H 4.004 1.296 -5.129 0.0 0.0 0.0
C -2.891 -2.249 2.049 0.1 0.0 0.1

=====

No. 4
86
Properties=species:S:1:pos:R:3:forces:R:3 method="wB97M-V/def2-TZVPD" relative_energy_kj_mol=0.0 lumo_ha=-0.033 multiplicity=1 orbital_gap_ev=5.54
C 0.710 -1.073 -3.079 0.0 0.0 0.0
H 2.073 -1.105 5.476 0.0 0.0 0.0
H 2.252 -3.817 0.313 0.0 0.0 0.0
C 0.911 1.998 4.801 0.1 -0.2 0.1
H -1.634 -0.800 -5.457 0.0 0.0 0.0
H -3.913 4.837 -1.468 0.0 0.0 0.0
N -1.005 2.160 1.919 0.0 0.2 -0.1
C 1.602 -0.286 4.953 0.0 0.0 -0.1
H 0.063 -2.325 -4.768 0.0 0.0 0.0
C 0.100 -3.714 0.749 0.0 0.1 0.0
C 2.309 -0.902 0.341 0.1 -0.1 0.0
C -4.424 0.279 -0.459 0.0 0.0 0.0
H -0.224 -4.741 0.788 0.0 0.0 0.0
H -3.322 -3.047 -2.052 0.0 0.0 0.0
C 5.574 -1.957 -1.252 0.0 0.0 0.0
H -1.641 -1.459 -1.193 0.0 0.0 0.0
O -3.705 1.149 2.737 0.0 0.0 -0.1
C -3.148 2.944 -0.898 0.0 -0.1 0.0
Fe -0.655 0.401 1.335 -0.1 -0.2 0.1
O -3.950 -0.959 3.778 -0.1 -0.1 0.0
H -0.185 -0.032 -5.343 0.0 0.0 0.0
H -0.855 1.744 -2.226 0.0 0.0 0.0
N -0.036 -1.449 0.840 0.0 0.1 0.0
C -5.369 -0.597 -0.962 0.0 -0.1 0.0
H -2.332 0.107 -3.334 0.0 0.0 0.0
H 1.552 -0.660 -3.672 0.0 0.0 0.0
H -1.481 4.815 2.059 0.0 0.0 0.0
C -1.528 0.591 -3.888 0.0 -0.1 0.0
C 1.009 -0.508 3.719 0.1 -0.1 0.1
H -4.750 1.166 0.064 0.0 0.0 0.0
C 0.331 1.679 3.587 -0.2 0.3 -0.2
H 6.046 -3.176 1.881 0.0 0.0 0.0
C 7.497 -3.183 -0.360 0.0 0.0 0.0
C -2.689 -1.212 -1.149 0.1 -0.1 0.0
C 1.285 -1.810 0.572 -0.1 0.0 -0.1
H 3.797 -2.184 2.168 0.0 0.0 0.0
Cl -3.033 0.050 3.367 0.0 0.1 0.1
H -3.631 2.428 -1.718 0.0 0.0 0.0
C 3.672 -1.478 0.150 0.0 0.0 0.0
C 5.558 -2.678 1.055 0.0 0.0 0.0
C 1.194 2.415 -0.011 0.1 0.1 0.0
C 2.178 0.487 0.230 -0.1 0.2 -0.1
C -3.311 4.298 -0.746 0.0 0.1 0.0
C -0.432 1.042 -2.944 0.0 0.0 0.0
H 4.228 1.203 -0.287 0.0 0.0 0.0
C 2.555 2.634 -0.323 -0.1 -0.1 0.0
H 0.817 3.003 5.183 0.0 0.0 0.0
H -6.419 -0.358 -0.847 0.0 0.0 0.0
H 0.404 3.151 -0.010 0.0 0.0 0.0
H 0.479 0.114 -1.356 0.1 -0.1 0.0
C -4.994 -1.791 -1.568 0.0 0.0 0.0
H 1.100 -1.894 -2.474 0.0 0.0 0.0
H -1.918 1.381 -4.527 0.0 0.0 0.0
C -2.356 2.194 0.018 -0.1 0.0 -0.1
H 2.016 1.195 6.454 0.0 0.0 0.0
C 3.180 1.419 -0.156 0.1 0.0 0.0
C 1.561 0.990 5.494 0.0 0.1 0.0
H -1.157 -2.080 -3.478 0.0 0.0 0.0
H -1.770 -2.545 1.212 0.0 0.0 0.0
H 1.006 -1.486 3.255 0.0 0.0 0.0
C 4.301 -2.123 1.213 0.0 0.0 0.0
N 0.958 1.152 0.327 -0.1 -0.2 0.2
N 8.537 -3.651 -0.502 0.0 0.0 0.0
C -0.336 -1.627 -4.033 -0.1 0.0 0.0
C 6.194 -2.597 -0.182 0.1 0.0 0.0
H 3.835 -0.895 -1.907 0.0 0.0 0.0
O -2.237 0.514 4.471 0.0 0.0 -0.1
O -2.123 -0.587 2.371 0.0 0.1 0.0
C -2.722 5.010 0.315 0.0 -0.1 0.0
H -5.739 -2.482 -1.938 0.0 0.0 0.0
C 1.363 -3.240 0.514 0.0 0.0 0.0
H -2.878 6.074 0.413 0.0 0.0 0.0
N -0.933 -0.467 -4.797 0.1 0.0 0.0
N -2.067 0.869 -0.073 -0.1 0.1 0.0
C -1.780 2.945 1.067 0.2 -0.1 0.3
N 0.060 -0.112 -2.247 0.0 0.2 -0.1
C 4.320 -1.398 -1.080 0.0 0.0 0.0
C -0.722 -2.568 0.960 0.1 -0.1 0.0
C -3.049 0.014 -0.574 0.1 0.0 0.0
C -1.953 4.322 1.221 -0.1 0.1 0.0
H 0.355 1.568 -3.519 0.0 0.0 0.0
N -0.406 2.676 2.898 0.1 -0.3 0.1
H 2.997 3.573 -0.611 0.0 0.0 0.0
H 6.076 -1.899 -2.208 0.0 0.0 0.0
N 0.403 0.457 3.040 0.0 0.2 -0.1
C -3.642 -2.097 -1.634 0.0 0.0 0.0

=====

No. 5
75
Properties=species:S:1:pos:R:3:forces:R:3 method="wB97M-V/def2-TZVPD" total_charge=+2 lumo_ha="-0.270 / -0.270" multiplicity=1 orbital_gap_ev="6.32 / 6.32"
C -2.448 1.701 -0.319 0.2 0.1 0.0
C 0.725 -1.436 -2.037 -0.1 -0.4 0.0
C 4.255 2.775 -1.784 -0.2 -0.2 0.4
C 2.078 3.760 -1.257 0.3 -0.4 0.0
H -4.375 -5.754 2.067 0.2 0.2 0.0
H -2.415 -2.206 -0.960 0.1 0.2 -0.4
H -1.132 -1.156 -4.942 0.4 0.0 0.7
H 5.162 -4.811 0.596 -0.3 0.3 0.1
H 1.524 -3.926 -1.517 0.2 0.0 0.2
C 1.761 2.609 -0.502 0.5 0.5 0.2
H -2.418 6.045 2.394 0.2 -0.1 0.1
C -3.513 -5.136 1.822 0.3 0.1 -0.2
H -0.930 -0.824 3.791 0.3 1.2 0.3
C -1.335 4.448 1.468 0.2 -0.5 0.0
H -0.354 0.965 4.184 -0.8 -0.8 -0.4
H -2.033 4.306 0.640 0.1 0.2 0.3
H -0.746 6.351 4.212 0.0 -0.2 0.0
C -3.467 -3.791 2.200 0.0 -0.2 -0.1
C 2.414 -3.097 1.700 -0.1 0.1 -0.6
H -2.943 -1.547 -3.359 0.3 -0.2 0.4
H 1.246 4.874 4.360 -0.2 -0.1 -0.1
C -3.414 1.770 -2.543 0.4 -0.3 0.1
H -2.333 -1.961 2.174 0.0 -0.4 -0.2
H 4.651 0.842 -0.868 -0.1 0.3 0.0
C 2.134 -3.866 -0.614 0.1 0.3 0.3
H 5.237 2.820 -2.283 -0.7 0.1 0.2
H -0.494 -5.360 0.200 -0.4 0.0 0.1
H 1.767 -1.358 -1.680 -0.7 0.0 -0.3
C 3.946 1.667 -0.980 0.1 -0.1 0.0
H 1.621 3.118 2.584 -0.2 0.4 0.2
C -0.883 -1.312 -3.877 0.0 0.5 0.2
H 3.584 4.672 -2.524 -0.2 -0.2 0.3
C -1.547 5.395 2.464 0.2 0.2 -0.3
C -3.527 1.493 -1.176 0.0 0.3 0.1
C -2.182 2.191 -3.050 -0.1 0.3 -0.1
C 3.422 -4.390 -0.580 -0.2 -0.2 0.0
C -0.894 0.257 3.510 1.7 -1.1 -0.4
H 4.317 -3.594 2.611 -0.2 0.0 -0.2
H 1.357 4.576 -1.385 0.3 -0.3 0.1
H 0.828 1.484 -2.728 0.8 -0.2 -0.3
C 1.643 -3.207 0.521 0.1 -0.2 0.3
C 0.746 3.777 2.578 -0.4 -0.2 -0.2
H 1.505 1.796 -2.639 -0.2 -0.5 -0.5
C 0.419 -1.168 -3.374 0.1 -0.1 -0.1
C 3.692 -3.655 1.720 0.0 -0.3 0.0
C 4.181 -4.332 0.592 -0.2 0.2 -0.2
H -2.492 -6.749 0.801 0.0 0.2 0.2
P 0.009 -2.455 0.515 0.4 0.6 -0.4
C -1.239 2.219 -0.822 -0.5 -0.1 -0.7
C 0.518 4.730 3.563 0.2 0.2 -0.2
C -0.188 3.636 1.533 0.1 0.3 0.2
C -1.114 2.477 -2.192 -0.2 0.4 0.2
C -0.603 5.564 3.478 -0.1 -0.3 -0.1
H 2.462 0.724 0.304 0.4 0.4 -0.4
H -4.280 1.645 -3.205 0.5 0.0 0.3
C -1.310 -3.572 1.095 -0.5 0.4 0.5
H 3.813 -4.855 -1.483 0.0 0.0 0.3
Tl 0.277 0.094 1.409 -1.5 -0.4 1.6
C -1.344 -4.936 0.744 0.1 0.5 0.1
C 3.322 3.816 -1.899 0.1 0.0 -0.1
C -2.368 -3.009 1.852 0.3 -0.1 -0.2
H -4.309 -3.362 2.747 0.4 -0.1 -0.1
Cl -2.503 0.728 3.073 -0.5 0.4 0.1
H -2.074 2.335 -4.126 0.0 0.2 0.3
H -2.522 1.534 0.761 -0.2 -0.1 -0.5
C -2.455 -5.704 1.105 0.2 0.2 -0.1
P 0.156 2.411 0.278 0.1 -0.4 0.2
H -4.480 1.146 -0.782 0.2 0.1 0.0
C -1.628 -1.891 -1.653 0.2 -0.4 0.2
H 1.226 -0.854 -4.037 -0.2 -0.1 0.1
H -0.196 2.973 -2.521 -0.7 -0.3 -0.2
C -1.917 -1.565 -2.979 -0.1 -0.2 -0.2
C 2.723 1.593 -0.325 -0.6 0.4 -0.2
C -0.297 -1.924 -1.195 -0.6 0.3 -0.6
H 1.978 -2.555 2.552 0.4 -0.4 -0.2